No. 1
ORCA calculation (the ωB97M-V functional and the def2-TZVPD basis) on C29H38N4OS4SbTeTi as an isolated structure.

Output
Spin multiplicity: 2
Charge: -2
Orbital gap (spin up / spin down), eV: 4.733 / 5.414
<S²>: 0.761

Last column: Mulliken spin population.
CARTESIAN COORDINATES (ANGSTROEM)
Ti 2.985 -0.962 -0.158  0.000
C 2.763 2.121 -2.139  -0.002
C 4.302 2.215 -2.218  0.008
N 5.102 2.280 -1.021  -0.002
C 4.634 3.028 0.124  0.000
C 4.433 2.170 1.374  -0.003
N 3.487 1.058 1.282  0.000
C 2.083 1.425 1.371  -0.001
C 1.591 1.980 0.037  0.001
N 2.185 1.255 -1.103  0.003
H 2.443 1.745 -3.115  -0.003
H 2.332 3.127 -2.047  0.000
H 4.500 3.093 -2.854  0.000
H 4.665 1.345 -2.766  0.000
H 5.381 1.342 -0.750  -0.005
H 3.733 3.594 -0.131  0.001
H 5.377 3.785 0.417  0.001
H 4.138 2.840 2.199  -0.001
H 5.403 1.733 1.620  0.001
H 3.697 0.383 2.012  -0.001
H 1.885 2.154 2.171  0.000
H 1.528 0.516 1.620  0.003
H 1.842 3.038 -0.047  0.000
H 0.500 1.909 0.001  0.000
H 1.447 0.687 -1.508  0.001
S 8.222 -3.059 -0.729  0.283
Sb 6.627 -1.809 0.340  0.353
S 5.022 -1.019 -1.351  0.105
S 3.132 -1.927 1.752  0.010
S 7.433 0.025 1.471  0.247
C -7.522 2.003 0.813  -0.001
C -6.151 1.471 0.486  0.002
C -5.269 2.190 -0.304  -0.001
C -3.995 1.707 -0.610  0.001
C -3.101 2.564 -1.471  0.000
C -3.581 0.465 -0.111  -0.001
Te -1.596 -0.296 -0.585  0.000
N 1.020 -1.131 -0.748  0.002
C 1.327 -2.246 -1.328  -0.005
O 2.519 -2.734 -1.189  0.004
C 0.382 -3.050 -2.177  -0.002
C 0.364 -4.434 -2.043  0.000
C -0.512 -5.200 -2.800  0.000
C -1.357 -4.588 -3.717  0.000
C -1.322 -3.208 -3.874  0.000
C -0.459 -2.444 -3.102  -0.001
C -1.112 -0.246 1.471  0.001
C -1.311 0.961 2.140  -0.001
C -0.988 1.097 3.479  -0.001
C -0.445 0.015 4.158  0.001
C -0.271 -1.190 3.503  0.004
C -0.618 -1.360 2.159  0.000
C -0.440 -2.721 1.553  -0.003
C -4.475 -0.277 0.680  0.003
C -4.102 -1.621 1.245  -0.001
C -5.736 0.236 0.967  -0.001
H -7.675 2.989 0.371  0.000
H -7.665 2.092 1.892  0.000
H -8.304 1.341 0.435  0.000
H -5.573 3.158 -0.693  0.000
H -3.596 3.505 -1.718  0.000
H -2.839 2.062 -2.404  0.000
H -2.158 2.783 -0.968  0.000
H 1.052 -4.894 -1.345  0.000
H -0.530 -6.277 -2.681  0.000
H -2.036 -5.186 -4.314  0.000
H -1.970 -2.727 -4.597  0.000
H -0.423 -1.368 -3.216  0.000
H -1.720 1.807 1.598  0.000
H -1.138 2.046 3.981  0.000
H -0.152 0.111 5.197  0.000
H 0.161 -2.033 4.030  0.000
H -0.694 -3.489 2.288  0.000
H 0.606 -2.858 1.270  0.000
H -1.061 -2.856 0.667  0.000
H -3.598 -2.233 0.496  0.000
H -4.987 -2.151 1.602  0.000
H -3.406 -1.512 2.080  0.000
H -6.413 -0.349 1.584  0.000

No. 2
ORCA calculation (the ωB97M-V functional and the def2-TZVPD basis) on a 4-piece molecular cluster, C32H58FN3O9 overall.

Output
Charge: 0
Orbital gap, eV: 7.532
Structure (SMILES): Cc1ccccc1CC1=C(CCF)C(=O)OC1=O.COCCNCCOC.COCCNCCOC.COCCNCCOC

Last column: Löwdin charge in e.
CARTESIAN COORDINATES (ANGSTROEM)
C -4.728 1.012 0.654  -0.085
C -3.797 1.042 1.973  -0.156
C -4.548 0.785 3.328  -0.040
C -3.773 0.779 4.669  -0.081
C -2.242 0.993 4.643  -0.075
C -1.502 1.248 3.291  -0.011
C -2.252 1.303 1.910  -0.103
C -1.483 1.608 0.518  -0.076
C -0.255 2.579 0.782  -0.035
C -0.106 3.985 0.546  -0.033
C -1.245 4.922 -0.123  -0.075
C -0.988 4.802 -1.730  -0.160
F 0.071 5.689 -2.129  -0.089
C 1.337 4.486 0.999  -0.265
O 1.916 5.568 0.821  0.128
O 1.953 3.406 1.763  0.083
C 1.201 2.263 1.388  -0.321
O 1.475 1.042 1.400  0.085
H -4.552 -0.043 0.188  0.078
H -4.427 1.783 -0.129  0.065
H -5.847 1.036 0.921  0.081
H -5.685 0.604 3.353  0.096
H -4.277 0.621 5.676  0.085
H -1.620 0.969 5.612  0.092
H -0.366 1.405 3.382  0.091
H -1.195 0.619 0.001  0.137
H -2.210 2.144 -0.203  0.107
H -1.091 6.022 0.142  0.125
H -2.299 4.599 0.171  0.120
H -1.945 4.893 -2.341  0.123
H -0.581 3.729 -1.875  0.117
C -3.882 -6.220 2.408  -0.113
O -3.559 -6.502 1.055  -0.197
C -4.656 -7.035 0.311  -0.208
C -5.146 -6.024 -0.727  -0.210
N -5.816 -4.891 -0.089  -0.055
C -6.065 -3.765 -0.994  -0.196
C -4.844 -3.065 -1.610  -0.218
O -4.049 -2.348 -0.672  -0.204
C -3.100 -3.141 0.026  -0.089
H -2.954 -5.990 2.936  0.091
H -4.540 -5.350 2.481  0.075
H -4.350 -7.083 2.892  0.088
H -5.471 -7.373 0.959  0.121
H -4.273 -7.913 -0.220  0.120
H -5.845 -6.517 -1.410  0.122
H -4.275 -5.697 -1.305  0.100
H -5.244 -4.558 0.680  0.065
H -6.622 -3.020 -0.416  0.117
H -6.731 -4.100 -1.797  0.117
H -5.228 -2.311 -2.309  0.120
H -4.225 -3.739 -2.213  0.109
H -2.714 -3.962 -0.582  0.090
H -3.534 -3.520 0.953  0.072
H -2.262 -2.497 0.307  0.087
C -0.149 -0.582 -5.158  -0.114
O -0.052 0.657 -4.473  -0.203
C 1.236 0.886 -3.896  -0.206
C 1.966 2.011 -4.634  -0.208
N 2.373 1.589 -5.974  -0.054
C 2.829 2.691 -6.827  -0.195
C 1.813 3.792 -7.169  -0.220
O 0.750 3.362 -8.013  -0.179
C -0.327 2.738 -7.334  -0.101
H -1.199 -0.748 -5.408  0.089
H 0.423 -0.561 -6.089  0.076
H 0.192 -1.410 -4.529  0.088
H 1.840 -0.027 -3.857  0.122
H 1.061 1.209 -2.864  0.111
H 2.854 2.301 -4.062  0.124
H 1.289 2.870 -4.676  0.098
H 1.589 1.138 -6.432  0.064
H 3.161 2.238 -7.766  0.118
H 3.713 3.148 -6.369  0.117
H 2.353 4.556 -7.742  0.121
H 1.426 4.306 -6.283  0.109
H -0.486 3.150 -6.334  0.087
H -0.168 1.659 -7.283  0.068
H -1.236 2.899 -7.919  0.089
C 4.664 1.453 2.114  -0.120
O 6.006 1.133 2.449  -0.195
C 6.486 1.837 3.596  -0.207
C 6.678 0.879 4.774  -0.211
N 5.393 0.413 5.295  -0.055
C 5.508 -0.706 6.234  -0.199
C 6.095 -2.023 5.703  -0.224
O 5.268 -2.689 4.756  -0.181
C 5.404 -2.223 3.422  -0.098
H 4.445 1.014 1.139  0.090
H 3.967 1.030 2.842  0.070
H 4.520 2.536 2.045  0.082
H 5.839 2.679 3.866  0.122
H 7.463 2.246 3.324  0.119
H 7.225 1.393 5.571  0.121
H 7.291 0.043 4.421  0.099
H 4.809 0.117 4.521  0.066
H 4.495 -0.913 6.595  0.117
H 6.089 -0.378 7.104  0.115
H 6.172 -2.706 6.559  0.119
H 7.116 -1.911 5.322  0.108
H 6.419 -1.887 3.198  0.089
H 4.683 -1.427 3.225  0.070
H 5.159 -3.049 2.748  0.088

Which value of charge does entry 1 give? -2

The highest charge belongs to which entry? C32H58FN3O9